One molecule with the formula C4H10OS at a distorted geometry. Source: the OMol25 dataset; level of theory: ωB97M-V with the def2-TZVPD basis set.

Last column: natural (NBO) charge in e.
Atoms and positions in Å:
C 0.97484 1.48377 -0.74131  -0.629
C 0.20273 0.40080 0.02056  -0.149
C 0.14378 0.68271 1.55056  -0.622
S 0.93872 -1.27971 -0.16331  -0.062
C -1.22356 0.36483 -0.59158  -0.077
O -2.15053 -0.52123 -0.03069  -0.710
H 1.12801 1.10214 -1.77676  0.227
H 2.00938 1.68183 -0.28539  0.216
H 0.38980 2.42728 -0.77443  0.220
H -0.48391 -0.06688 2.04008  0.218
H 1.17151 0.69155 1.92217  0.212
H -0.20778 1.70708 1.72132  0.211
H 2.17019 -0.96969 0.21995  0.125
H -1.69432 1.37573 -0.40231  0.174
H -1.25725 0.25905 -1.73370  0.177
H -1.62769 -1.15555 0.49817  0.468

Computed properties:
HOMO: -0.34308 hartree
Relative energy (zero: lowest compared OMol25 entry of this formula, charge and spin): 33.7 kJ/mol
HOMO-LUMO gap: 10.016 eV
E_tot: -17192.47594 eV
Structure (SMILES): CC(C)(S)CO
Total charge: 0
Spin multiplicity: 1